The following is a quantum chemistry calculation of a structure of composition C36H33BCl5N8O2Pt in a non-equilibrium geometry, from the Open Molecules 2025 dataset.

The geometry in XYZ format:
```
86
Properties=species:S:1:pos:R:3:lowdin_charge:R:1
Pt 0.146 -0.894 2.310 1.380
C 2.246 1.000 4.278 -0.024
C 0.808 1.395 4.277 -0.315
C 0.191 2.442 4.959 0.041
C -1.151 2.376 4.627 -0.244
C -2.273 3.262 5.045 -0.004
N -1.318 1.331 3.800 0.022
N -0.124 0.738 3.582 -0.092
B -2.562 0.864 3.053 -0.504
N -2.675 -0.692 3.245 0.048
N -1.669 -1.596 2.999 -0.074
C -2.192 -2.833 3.116 -0.302
C -1.465 -4.113 2.888 -0.029
C -3.505 -2.722 3.528 0.035
C -3.773 -1.362 3.620 -0.246
C -5.046 -0.739 4.085 -0.002
N -2.457 1.267 1.564 0.014
N -1.318 1.850 1.108 0.079
C -1.592 2.345 -0.088 -0.364
C -0.540 3.065 -0.870 -0.036
C -2.940 2.109 -0.415 -0.002
C -3.459 1.428 0.664 -0.276
C -4.845 0.928 0.879 -0.014
H 2.870 1.840 3.971 0.091
H 2.436 0.170 3.598 0.037
H 2.562 0.699 5.277 0.090
H 0.661 3.159 5.610 0.121
H -1.892 4.057 5.681 0.087
H -3.029 2.706 5.601 0.088
H -2.758 3.712 4.179 0.093
H -3.542 1.343 3.540 0.120
H -0.441 -4.080 3.255 -0.007
H -1.456 -4.374 1.828 0.095
H -1.981 -4.908 3.421 0.094
H -4.171 -3.532 3.769 0.126
H -5.707 -1.526 4.442 0.091
H -5.553 -0.203 3.288 0.066
H -4.867 -0.038 4.898 0.092
H 0.451 2.810 -0.492 0.062
H -0.661 4.146 -0.782 0.083
H -0.584 2.822 -1.933 0.065
H -3.471 2.406 -1.306 0.113
H -5.454 1.146 0.005 0.087
H -5.307 1.416 1.739 0.081
H -4.864 -0.151 1.046 0.082
Cl 1.799 -3.674 3.240 0.739
C 1.403 -3.560 1.561 -0.716
C 0.823 -2.380 1.116 -0.395
C 0.856 -2.155 -0.249 -0.479
Cl 0.801 -0.405 -0.575 1.077
C 1.068 -3.164 -1.188 -0.672
Cl 0.667 -3.024 -2.841 0.785
C 1.526 -4.390 -0.697 -0.692
Cl 1.804 -5.689 -1.776 0.735
C 1.764 -4.565 0.674 -0.693
Cl 2.461 -6.016 1.249 0.744
O -2.736 -0.303 -2.850 0.143
C -1.646 -0.054 -2.819 0.046
N 0.898 0.003 -3.161 0.052
C 1.808 0.285 -3.987 -0.255
C 4.235 -0.514 0.476 0.026
O 4.956 -0.222 1.286 0.071
N 0.752 0.223 1.035 -0.428
C 3.048 -0.544 -4.078 -0.169
C 3.662 -0.761 -5.306 -0.012
C 4.775 -1.588 -5.392 -0.062
C 5.298 -2.176 -4.251 -0.071
C 4.705 -1.939 -3.017 -0.073
C 3.582 -1.133 -2.936 -0.073
C 1.691 1.474 -4.898 -0.190
C 2.174 2.703 -4.464 -0.030
C 2.052 3.823 -5.273 -0.071
C 1.450 3.720 -6.520 -0.079
C 0.967 2.495 -6.955 -0.072
C 1.086 1.373 -6.146 -0.044
H -0.011 0.290 -3.192 -0.127
H 3.275 -0.284 -6.197 0.113
H 5.239 -1.763 -6.353 0.110
H 6.172 -2.809 -4.320 0.108
H 5.121 -2.382 -2.120 0.102
H 3.115 -0.945 -1.979 0.040
H 2.647 2.782 -3.492 0.118
H 2.429 4.778 -4.931 0.107
H 1.358 4.594 -7.151 0.107
H 0.496 2.411 -7.926 0.108
H 0.702 0.417 -6.484 0.119
```

## Properties
LUMO energy (spin up / spin down) = -5.260 / -5.249 eV
Total charge = +1
ΔE to the lowest compared entry with this formula, charge and spin = 184.33 kcal/mol
Gap between HOMO and LUMO (spin up / spin down) = 5.7 / 5.7 eV
F_max = 4.7 eV/Å
E = -4424.940502 a.u.

The following is a quantum chemistry calculation of a structure of composition C36H33BeN4Sb, from the Open Molecules 2025 dataset.

The geometry in XYZ format:
```
75
Properties=species:S:1:pos:R:3:lowdin_charge:R:1
Be 0.046 -0.100 1.440 0.139
C -1.157 0.564 3.854 -0.078
N 0.059 -0.118 3.416 -0.204
C 0.086 -1.521 3.826 -0.076
C -0.712 -2.297 2.818 -0.217
C -1.320 -3.501 3.125 0.021
C -2.034 -4.167 2.141 0.003
C -2.094 -3.605 0.874 -0.004
C -1.449 -2.408 0.644 -0.109
N -0.777 -1.741 1.596 0.088
C 1.276 0.604 3.790 -0.074
C 2.341 0.189 2.816 -0.223
C 3.684 0.128 3.137 0.023
C 4.584 -0.307 2.176 0.002
C 4.108 -0.657 0.921 -0.002
C 2.755 -0.548 0.672 -0.106
N 1.876 -0.141 1.599 0.077
C -1.425 1.673 2.879 -0.223
C -2.149 2.798 3.229 0.020
C -2.363 3.785 2.281 0.003
C -1.831 3.606 1.013 -0.002
C -1.116 2.458 0.744 -0.103
N -0.907 1.490 1.652 0.091
H -1.076 0.946 4.875 0.150
H -1.992 -0.141 3.828 0.152
H -0.302 -1.668 4.837 0.150
H 1.118 -1.881 3.816 0.150
H -1.234 -3.907 4.124 0.134
H -2.534 -5.101 2.357 0.131
H -2.637 -4.083 0.072 0.129
H -1.473 -1.970 -0.344 0.059
H 1.579 0.415 4.823 0.150
H 1.094 1.678 3.687 0.150
H 4.017 0.409 4.128 0.133
H 5.639 -0.378 2.404 0.131
H 4.773 -1.015 0.148 0.129
H 2.363 -0.785 -0.308 0.065
H -2.533 2.893 4.236 0.133
H -2.919 4.679 2.529 0.131
H -1.961 4.346 0.237 0.129
H -0.685 2.335 -0.236 0.065
C 1.224 -3.822 -4.153 -0.058
C 1.386 -3.875 -2.777 -0.072
C 1.021 -2.789 -1.995 -0.158
C 0.494 -1.640 -2.582 -0.354
C 0.313 -1.602 -3.960 -0.112
C 0.682 -2.687 -4.741 -0.056
Sb -0.003 -0.005 -1.292 1.602
C 1.283 1.529 -2.062 -0.354
C 2.042 2.258 -1.148 -0.159
C 2.907 3.252 -1.580 -0.070
C 3.025 3.524 -2.935 -0.058
C 2.281 2.796 -3.851 -0.056
C 1.413 1.804 -3.420 -0.111
C -1.949 0.542 -2.012 -0.358
C -2.168 0.982 -3.314 -0.113
C -3.456 1.245 -3.759 -0.056
C -4.537 1.080 -2.906 -0.058
C -4.326 0.669 -1.598 -0.070
C -3.039 0.403 -1.155 -0.157
H 1.511 -4.665 -4.767 0.116
H 1.794 -4.762 -2.311 0.112
H 1.143 -2.849 -0.917 0.082
H -0.133 -0.742 -4.440 0.082
H 0.540 -2.645 -5.813 0.117
H 1.963 2.046 -0.085 0.076
H 3.488 3.817 -0.862 0.111
H 3.698 4.298 -3.280 0.116
H 2.376 2.996 -4.911 0.117
H 0.862 1.239 -4.158 0.080
H -1.339 1.142 -3.989 0.080
H -3.611 1.580 -4.776 0.116
H -5.540 1.277 -3.260 0.116
H -5.165 0.554 -0.924 0.111
H -2.892 0.092 -0.124 0.080
```

## Properties
LUMO energy = -5.315 eV
Total charge = +2
ΔE to the lowest compared entry with this formula, charge and spin = 0.00 kcal/mol
Gap between HOMO and LUMO = 8.5 eV
F_max = 0.9 eV/Å
E = -1865.290621 a.u.

The following is a quantum chemistry calculation of a structure of composition C36H33Br2N10OS4SiZr in a non-equilibrium geometry, from the Open Molecules 2025 dataset.

The geometry in XYZ format:
```
88
Properties=species:S:1:pos:R:3:lowdin_charge:R:1
Zr 1.022 0.269 0.257 1.571
Br -4.008 0.599 -0.403 0.828
C -3.114 2.002 0.436 -0.625
C -3.825 3.186 0.656 -0.176
C -3.172 4.313 1.123 -0.618
Br -3.997 6.007 0.957 0.797
C -1.813 4.167 1.611 -0.154
C -1.148 5.293 2.201 -0.024
C 0.210 5.335 2.070 -0.040
C 0.857 4.237 1.504 -0.141
N 0.346 3.073 1.137 0.103
C -1.037 3.023 1.185 -0.147
C -1.732 1.877 0.676 -0.380
O -1.031 0.746 0.540 -0.323
H -4.885 3.237 0.395 0.104
H -1.756 6.090 2.634 0.098
H 0.780 6.197 2.367 0.111
H 1.933 4.354 1.349 0.115
S 2.501 -0.986 -1.670 0.589
C 1.294 -0.788 -2.921 -0.799
N 1.034 -1.832 -3.727 0.098
N 0.463 -1.429 -4.882 -0.024
C -0.834 -1.752 -5.204 -0.256
C -1.163 -2.422 -6.392 -0.001
C -2.493 -2.842 -6.544 -0.066
C -3.490 -2.458 -5.642 -0.077
C -3.145 -1.746 -4.501 -0.083
C -1.825 -1.442 -4.250 -0.029
N 0.589 0.332 -2.911 0.048
N 0.709 1.142 -1.825 -0.113
C 0.188 2.377 -2.211 -0.309
C -0.987 2.306 -2.964 -0.024
C -1.809 3.428 -3.037 -0.051
C -1.339 4.679 -2.584 -0.067
C -0.021 4.730 -2.185 -0.096
C 0.744 3.613 -1.916 -0.046
H 1.037 -0.997 -5.615 0.171
H -0.395 -2.556 -7.151 0.116
H -2.707 -3.508 -7.378 0.109
H -4.528 -2.719 -5.828 0.109
H -3.947 -1.418 -3.814 0.114
H -1.518 -0.993 -3.291 0.086
H -1.314 1.332 -3.377 0.104
H -2.810 3.310 -3.457 0.113
H -1.982 5.574 -2.532 0.118
H 0.402 5.714 -1.940 0.117
H 1.668 3.707 -1.351 0.096
C -0.048 -3.854 4.581 -0.164
Si 0.731 -4.756 3.056 0.587
C 2.599 -4.816 3.392 -0.200
C 0.030 -6.514 2.856 -0.183
C 0.146 -3.830 1.476 -0.228
C -0.985 -4.352 0.833 -0.058
C -1.687 -3.563 -0.118 -0.047
C -1.283 -2.268 -0.315 -0.126
N -0.124 -1.789 0.222 -0.129
C 0.660 -2.572 0.984 -0.753
S 2.268 -2.006 1.281 0.599
H 0.325 -4.333 5.483 0.026
H -1.121 -3.853 4.575 0.014
H 0.309 -2.807 4.611 0.013
H 2.804 -5.695 3.984 0.018
H 2.900 -3.922 3.962 0.025
H 3.195 -4.817 2.459 0.029
H 0.484 -7.173 3.593 0.033
H 0.218 -6.874 1.866 0.021
H -1.055 -6.510 2.982 0.032
H -1.297 -5.406 1.017 0.105
H -2.553 -3.949 -0.622 0.103
H -1.871 -1.565 -0.887 0.068
N 3.993 2.082 -1.388 0.109
C 4.085 1.834 -0.078 -0.624
N 3.026 1.437 0.674 -0.054
C 3.462 1.313 2.025 -0.352
C 4.811 1.507 2.219 -0.371
S 5.652 1.870 0.789 1.087
C 2.521 0.979 3.039 -0.382
C 2.811 1.002 4.392 -0.357
S 1.435 0.657 5.353 1.065
C 0.527 0.415 3.808 -0.609
N 1.222 0.602 2.689 -0.039
N -0.780 0.092 3.807 0.138
H 3.244 1.594 -1.901 0.058
H 4.739 2.541 -1.884 0.115
H 5.378 1.438 3.151 0.088
H 3.789 1.199 4.834 0.085
H -1.257 0.027 4.688 0.108
H -1.254 0.276 2.918 0.105
```

## Properties
LUMO energy (spin up / spin down) = -4.773 / -4.775 eV
Total charge = +1
ΔE to the lowest compared entry with this formula, charge and spin = 90.99 kcal/mol
Gap between HOMO and LUMO (spin up / spin down) = 5.0 / 5.0 eV
F_max = 4.3 eV/Å
E = -9091.669428 a.u.

Q: Among the records above, which one has the lowest F_max?
A: C36H33BeN4Sb

Q: F_max of number 3 (C36H33Br2N10OS4SiZr)?
A: 4.3 eV/Å

Q: The highest ΔE to the lowest compared entry with this formula, charge and spin belongs to which entry?
A: C36H33BCl5N8O2Pt